Record 1
{"formula": "C3H7NO", "method": "ωB97M-V/def2-TZVPD", "species": ["C", "C", "C", "N", "O", "H", "H", "H", "H", "H", "H", "H"], "xyz": [[-1.173, 0.373, -0.210], [-0.129, -0.688, 0.967], [0.802, 0.245, 0.335], [1.481, -0.107, -0.810], [0.886, 1.325, 0.905], [-1.522, -0.405, -0.882], [-1.883, 0.791, 0.470], [-0.834, 1.216, -0.874], [-0.624, -1.611, 0.697], [0.087, -0.674, 2.068], [1.373, -1.054, -1.133], [1.536, 0.589, -1.533]], "forces_ev_per_a": [[-0.8, -0.6, 0.7], [-0.9, 1.1, -0.7], [1.3, -0.2, 0.4], [0.1, -0.1, -0.1], [1.2, 0.2, -0.4], [-0.5, -0.1, 0.3], [-0.8, 0.0, 0.1], [0.5, -1.0, 1.2], [1.0, -0.4, -0.7], [-1.4, 0.9, -0.9], [-0.1, 0.1, 0.0], [0.3, 0.1, 0.1]], "lowdin_charge": [0.008, 0.011, -0.746, 0.143, -0.006, 0.057, 0.052, 0.093, 0.075, 0.116, 0.097, 0.101], "smiles": "CCC(N)=O", "gap_ev": 10.3, "relative_energy_kj_mol": 323.3, "spin_multiplicity": 1, "e_tot_ha": -248.4034, "homo_ev": -9.4}

=====

Record 2
{"formula": "C3H7NO", "method": "ωB97M-V/def2-TZVPD", "species": ["C", "N", "C", "C", "O", "H", "H", "H", "H", "H", "H", "H"], "xyz": [[-0.765, -0.140, -1.717], [-0.147, 0.599, -0.550], [0.365, -0.386, 0.473], [0.505, 0.206, 1.835], [0.788, -1.524, 0.048], [-1.796, -0.782, -1.530], [-0.007, -0.856, -2.098], [-1.150, 0.604, -2.302], [0.419, 1.090, -0.965], [-0.386, 0.602, 2.286], [1.119, -0.564, 2.589], [1.054, 1.150, 1.931]], "forces_ev_per_a": [[-1.0, -3.2, 2.6], [-9.1, -9.4, 5.9], [2.5, -1.6, -4.2], [2.3, -2.1, 2.7], [-2.3, 4.6, 2.8], [2.8, 1.5, 0.4], [-0.7, 0.6, -0.4], [-0.3, 1.8, -2.3], [8.3, 6.9, -4.4], [-1.0, -0.7, 0.1], [-2.0, 1.9, -2.0], [0.6, -0.2, -1.1]], "lowdin_charge": [-0.097, 0.005, -0.376, -0.042, 0.011, 0.134, 0.076, 0.025, -0.026, 0.063, 0.150, 0.077], "smiles": "CNC(C)=O", "gap_ev": 10.5, "relative_energy_kj_mol": 310.7, "spin_multiplicity": 1, "e_tot_ha": -248.4082, "homo_ev": -9.6}

=====

Q: Number 2 is which compound?
A: C3H7NO